148
Properties=species:S:1:pos:R:3:forces:R:3 method="wB97M-V/def2-TZVPD" homo_lumo_gap_ev=8.3 smiles="CCCO[C@]1(CCCF)OS(=O)(=O)O[C@]1(CCCC(F)(F)C(F)(F)F)OCCNC[C@@H](C)O.O=C1CCCO1.O=C1CCCO1.O=C1CCCO1.O=C1CCCO1.O=C1CCCO1.O=C1CCCO1.O=C1CCCO1" mol_weight_g_mol=1122.13 total_energy_ha=-4428.33598 homo_energy_ev=-8.22
C 5.5585 5.0407 2.3322 0.1 -1.2 0.6
C 4.3581 3.9292 2.4338 0.1 -0.6 0.8
C 2.8375 4.5415 2.4272 1.2 0.4 2.0
O 1.9269 3.4512 2.0531 -0.3 2.3 -3.2
C 1.3957 3.5990 0.6881 0.0 -1.8 1.1
C 2.3951 3.9580 -0.5589 1.7 0.1 0.3
C 2.4960 5.5422 -0.9519 0.9 0.8 -1.3
C 3.3619 5.6044 -2.3818 -1.9 -0.2 0.1
F 4.1249 6.8694 -2.5171 -1.4 -2.9 0.4
O 0.3075 4.6321 0.6439 -0.7 -2.1 -2.4
S -0.6958 4.0226 -0.6290 -5.2 2.4 -6.4
O -2.2472 4.2452 -0.4967 6.0 -1.5 1.6
O -0.4541 4.5651 -2.0750 1.1 -1.6 5.3
O -0.1257 2.4042 -0.7905 0.1 2.0 2.4
C 0.4745 2.2051 0.5711 -0.2 1.0 -0.1
C 1.2312 0.7587 0.7067 -0.1 -0.5 0.3
C 2.5894 0.5881 -0.1924 0.8 -1.0 -0.1
C 2.2841 0.3542 -1.8145 -0.1 0.1 0.7
C 3.4456 -0.5123 -2.5819 0.6 1.5 -1.0
F 4.7010 -0.6940 -1.8149 -3.7 0.2 -2.3
F 3.8278 0.2671 -3.8172 -0.8 -2.5 3.5
C 2.8042 -1.9342 -3.1598 0.0 -1.3 -2.1
F 2.1197 -2.7284 -2.1119 2.4 2.7 -3.8
F 1.8271 -1.5412 -4.2429 3.1 -1.6 4.0
F 3.8382 -2.7753 -3.8713 -3.7 2.7 2.8
O -0.6477 2.5521 1.4526 1.8 -3.1 0.0
C -1.3602 1.3799 1.9706 -2.0 -0.9 0.8
C -2.1546 0.4952 0.8125 -0.3 -0.3 -1.2
N -3.5842 0.1290 1.2638 1.0 1.4 1.2
C -4.5046 1.3218 1.1285 0.1 0.9 0.4
C -5.5093 1.2828 -0.1670 -0.3 1.2 1.3
C -5.9427 2.8514 -0.4762 -0.3 0.8 0.4
O -4.8561 0.6060 -1.3013 -0.9 2.1 0.1
H 6.5221 4.4616 1.9307 -2.1 1.6 0.7
H 5.2454 5.9436 1.6571 0.9 -1.7 1.3
H 5.8170 5.3597 3.4475 -0.6 -0.3 -2.5
H 4.4934 3.3926 3.4916 -0.4 1.1 -2.4
H 4.4540 3.0448 1.6399 -0.2 2.1 1.4
H 2.7006 5.5378 1.8306 0.2 -2.1 0.8
H 2.5847 4.8075 3.5635 0.4 -0.6 -2.5
H 2.1767 3.3638 -1.5553 -0.1 1.1 2.3
H 3.4895 3.6200 -0.2281 -2.3 0.8 -0.7
H 3.0938 6.2129 -0.2027 -1.1 -1.5 -1.2
H 1.4802 6.0726 -1.1856 1.9 -1.3 0.7
H 4.0009 4.6284 -2.4731 -0.5 2.3 0.1
H 2.5368 5.5743 -3.2417 2.1 0.3 1.7
H 0.5275 -0.1629 0.4225 1.2 2.4 0.5
H 1.4850 0.5893 1.8609 -0.4 0.7 -2.6
H 3.4092 1.4201 0.0007 -1.9 -1.6 -0.5
H 3.0982 -0.4314 0.1643 -1.2 2.2 -0.6
H 1.2680 -0.2298 -1.8753 2.0 1.0 -0.1
H 2.1449 1.3536 -2.4070 0.4 -2.0 1.1
H -0.7093 0.6972 2.7015 -1.1 1.6 -1.9
H -2.2291 1.8063 2.6707 2.0 -0.6 -1.6
H -2.2881 1.0632 -0.2046 0.4 -0.7 2.2
H -1.6301 -0.5433 0.6000 -1.2 3.3 0.0
H -3.5008 -0.0285 2.3107 -0.2 -0.1 -1.8
H -5.1497 1.3981 2.1041 1.0 -0.1 -2.0
H -3.8403 2.3021 1.0821 -1.5 -1.7 -0.1
H -6.5126 0.7464 0.1899 2.3 0.7 -1.2
H -5.8217 3.1556 -1.6042 -0.3 -0.8 2.0
H -7.0645 3.0749 -0.1361 2.5 -0.7 -0.9
H -5.2843 3.6350 0.1382 -1.3 -1.9 -1.3
H -4.7582 1.2977 -2.0205 -0.2 -1.2 1.4
O -1.3480 -1.6761 1.7606 1.5 -1.6 2.7
C -0.4661 -2.0906 2.4945 -0.9 0.2 -1.3
O -0.0154 -1.4338 3.6034 -0.7 0.1 -0.6
C 1.0883 -2.1499 4.1555 0.6 0.0 0.6
C 0.9430 -3.5597 3.6453 0.3 -0.7 0.3
C 0.3084 -3.3577 2.2926 -0.1 -0.4 0.2
H 2.0162 -1.6783 3.8152 -0.1 0.0 0.0
H 1.0477 -2.1051 5.2477 -0.1 0.3 -0.2
H 1.8905 -4.1036 3.6074 -0.1 0.1 0.1
H 0.2571 -4.1197 4.2927 0.1 0.1 -0.1
H 1.0571 -3.1983 1.5116 -0.1 0.0 -0.1
H -0.3532 -4.1870 2.0319 0.2 0.4 -0.2
O -1.3203 -6.1385 2.0915 0.0 0.5 -1.6
C -1.5442 -6.0949 0.8931 0.0 0.1 1.6
O -1.2411 -5.0320 0.0915 0.1 -0.6 1.0
C -1.7392 -5.2794 -1.2225 -0.3 0.5 -0.9
C -1.8827 -6.7758 -1.3183 -0.1 -0.5 -0.7
C -2.2264 -7.1659 0.0970 0.2 -0.4 -0.3
H -2.6976 -4.7618 -1.3359 0.2 -0.1 0.0
H -1.0355 -4.8887 -1.9632 -0.1 0.1 0.3
H -2.6291 -7.0905 -2.0525 0.1 0.2 0.1
H -0.9217 -7.2234 -1.5994 -0.1 0.1 0.0
H -3.3031 -7.1180 0.2823 0.1 -0.1 0.1
H -1.8336 -8.1541 0.3474 -0.3 0.2 0.3
O -4.0789 -4.7924 -4.6328 -0.9 0.1 1.7
C -4.9316 -4.6454 -3.7729 1.3 -0.4 -1.6
O -4.7450 -4.9210 -2.4487 0.4 0.0 -0.8
C -5.9780 -4.7389 -1.7542 -0.4 -0.1 0.8
C -6.7916 -3.8162 -2.6235 -0.7 0.6 0.2
C -6.3378 -4.1860 -4.0130 -0.3 0.4 0.1
H -6.4543 -5.7165 -1.6257 0.1 0.0 0.0
H -5.7853 -4.3061 -0.7682 0.2 -0.2 -0.2
H -7.8692 -3.9215 -2.4725 0.2 0.0 0.1
H -6.5207 -2.7742 -2.4139 -0.1 -0.2 0.0
H -6.9197 -5.0158 -4.4238 0.1 0.1 -0.1
H -6.3621 -3.3253 -4.6853 0.1 -0.4 -0.2
O 4.2356 4.3873 5.9272 1.8 -0.9 0.0
C 5.3451 3.9882 6.2399 -2.0 0.5 -0.4
O 6.0517 3.0519 5.5412 -0.7 0.5 0.0
C 7.2525 2.7470 6.2489 0.7 -0.5 0.0
C 7.5043 3.9377 7.1365 0.8 0.3 0.4
C 6.1092 4.4108 7.4580 0.4 0.3 0.1
H 7.0963 1.8270 6.8219 0.0 0.1 -0.1
H 8.0690 2.5878 5.5385 -0.3 -0.1 0.0
H 8.0994 3.6968 8.0214 0.0 0.0 -0.2
H 8.0348 4.7149 6.5731 0.0 -0.2 0.1
H 5.6978 3.9001 8.3330 -0.1 0.1 -0.1
H 6.0735 5.4947 7.5895 -0.4 -0.2 0.1
O 11.2819 0.0421 -0.6164 -2.0 0.1 -0.4
C 10.1774 -0.0658 -1.1229 2.1 0.0 1.0
O 9.0046 0.1999 -0.4763 0.8 0.1 0.0
C 7.9123 -0.1369 -1.3302 -0.8 0.0 0.0
C 8.4761 -0.1100 -2.7267 -0.4 0.1 -0.9
C 9.9033 -0.5481 -2.5152 -0.1 0.2 -0.5
H 7.5430 -1.1290 -1.0500 0.0 0.1 0.0
H 7.1058 0.5909 -1.2017 0.2 -0.1 0.2
H 7.9234 -0.7424 -3.4264 0.0 0.1 0.1
H 8.4606 0.9164 -3.1133 0.0 -0.2 0.1
H 10.0030 -1.6367 -2.5424 0.2 0.1 0.0
H 10.5778 -0.0789 -3.2350 0.1 -0.3 0.3
O -8.1918 3.2061 2.3970 0.6 -1.5 1.5
C -8.1651 2.3980 3.3105 -0.1 1.4 -1.9
O -7.0953 1.6016 3.6027 -0.3 0.6 -0.4
C -7.4509 0.7075 4.6563 0.3 -0.6 0.4
C -8.6107 1.3628 5.3594 -0.4 -0.1 0.9
C -9.3021 2.0994 4.2401 -0.2 0.1 0.5
H -7.7225 -0.2585 4.2179 0.0 0.1 0.0
H -6.5961 0.5660 5.3240 0.0 0.0 -0.3
H -9.2569 0.6506 5.8794 0.2 0.0 -0.1
H -8.2379 2.0831 6.0978 0.0 -0.2 -0.1
H -10.0289 1.4660 3.7240 0.0 0.2 0.0
H -9.7727 3.0190 4.5956 -0.1 -0.1 -0.4
O -5.4240 -3.4730 -9.6767 1.8 -0.9 0.0
C -4.3145 -3.8720 -9.3639 -2.1 0.6 -0.4
O -3.6079 -4.8084 -10.0626 -0.6 0.5 0.0
C -2.4071 -5.1132 -9.3549 0.6 -0.5 -0.1
C -2.1554 -3.9226 -8.4673 0.8 0.3 0.4
C -3.5504 -3.4494 -8.1458 0.4 0.3 0.1
H -2.5633 -6.0333 -8.7819 0.0 0.1 0.0
H -1.5907 -5.2724 -10.0653 -0.3 -0.1 0.0
H -1.5602 -4.1634 -7.5824 -0.1 0.0 -0.2
H -1.6248 -3.1454 -9.0307 0.0 -0.2 0.1
H -3.9618 -3.9602 -7.2708 -0.1 0.1 0.0
H -3.5861 -2.3655 -8.0143 -0.3 -0.2 0.1



135
Properties=species:S:1:pos:R:3:forces:R:3 method="wB97M-V/def2-TZVPD" homo_lumo_gap_ev=5.8 mol_weight_g_mol=1295.16 relative_energy_kj_mol=0.0 total_charge=-2 total_energy_ha=-6997.34539 homo_energy_ev=-1.94
Pt -0.6977 1.1796 -0.9255 -0.2 -0.2 0.4
S -1.2616 2.4200 -2.7749 0.2 -0.1 -0.1
C -2.5797 3.5028 -2.3839 0.1 0.0 -0.1
C -3.1227 4.2924 -3.4111 0.0 0.0 0.0
C -4.1976 5.1244 -3.1706 0.0 0.0 0.0
C -4.7765 5.1910 -1.9024 0.0 0.0 -0.1
C -4.2411 4.4216 -0.8842 0.0 0.0 0.0
C -3.1411 3.6016 -1.1183 -0.2 0.1 0.2
As -2.3642 2.4482 0.2133 0.0 0.0 0.0
C -3.9092 1.2618 0.4893 0.0 0.0 -0.1
C -4.8671 1.4241 1.4808 0.0 0.1 0.0
C -5.9495 0.5544 1.5655 0.0 0.0 0.0
C -6.0873 -0.4798 0.6526 0.0 0.0 0.0
C -5.1388 -0.6409 -0.3503 0.0 0.0 0.0
C -4.0576 0.2223 -0.4288 0.0 0.0 0.0
C -2.4341 3.4783 1.8594 0.1 0.0 0.0
C -2.3956 2.8132 3.0794 0.0 0.0 0.0
C -2.4276 3.5280 4.2674 0.0 0.0 0.0
C -2.4989 4.9133 4.2427 0.0 0.0 0.0
C -2.5331 5.5786 3.0256 0.0 0.0 0.0
C -2.4947 4.8657 1.8355 0.0 0.0 0.0
H -2.6841 4.2354 -4.4006 0.0 0.0 0.0
H -4.5968 5.7262 -3.9797 0.0 0.0 0.0
H -5.6284 5.8332 -1.7160 0.0 0.0 0.0
H -4.6767 4.4583 0.1084 0.0 0.0 0.0
H -4.7722 2.2279 2.2002 0.0 0.0 0.0
H -6.6824 0.6859 2.3533 0.0 0.0 0.0
H -6.9253 -1.1633 0.7260 0.0 0.0 0.0
H -5.2314 -1.4504 -1.0646 0.0 0.0 0.0
H -3.3003 0.0834 -1.1937 0.0 0.0 0.0
H -2.3092 1.7331 3.1006 0.0 0.0 0.0
H -2.3721 2.9991 5.2113 0.0 0.0 0.0
H -2.5067 5.4748 5.1698 0.0 0.0 0.0
H -2.5555 6.6613 2.9972 0.0 0.0 0.0
H -2.4586 5.3913 0.8931 0.0 0.0 0.0
C -1.8025 -1.3008 -4.1556 0.0 0.0 0.0
C -0.7711 -2.1187 -3.3610 -0.1 0.0 -0.1
C -1.4009 -2.3555 -1.9791 0.0 0.0 0.0
C -0.5886 -3.4806 -4.0407 0.0 0.0 0.0
P 0.7662 -1.0006 -3.1218 -0.1 -0.3 0.3
N 0.5737 0.0024 -1.9850 0.1 0.4 -0.4
C 2.2163 -2.1117 -2.5825 0.1 0.0 -0.1
C 3.3329 -1.2094 -2.0369 0.0 0.0 0.0
C 2.8128 -3.0923 -3.5985 0.0 0.0 0.0
C 1.7387 -2.9150 -1.3700 -0.1 0.0 0.0
C 1.2395 -0.3702 -4.8848 0.1 0.0 0.0
C 2.6664 0.1899 -4.8172 0.0 0.0 0.0
C 0.3712 0.8326 -5.2554 -0.1 0.0 0.0
C 1.1673 -1.3867 -6.0295 0.0 0.1 0.0
H -2.7839 -1.7779 -4.0569 0.0 0.0 0.0
H -1.5699 -1.2588 -5.2195 0.0 0.0 0.0
H -1.8848 -0.2804 -3.7730 0.0 0.0 0.0
H -2.4302 -2.7076 -2.1179 0.0 0.0 0.0
H -1.4216 -1.4397 -1.3878 0.0 0.0 0.0
H -0.8767 -3.1110 -1.3977 0.0 0.0 0.0
H -1.5783 -3.9279 -4.1952 0.0 0.0 0.0
H -0.0207 -4.1709 -3.4164 0.0 0.0 0.0
H -0.1024 -3.4212 -5.0130 0.0 0.0 0.0
H 3.8896 -0.6921 -2.8108 0.0 0.0 0.0
H 4.0429 -1.8278 -1.4759 0.0 0.0 0.0
H 2.9005 -0.4614 -1.3728 0.0 0.0 0.0
H 3.3663 -2.5883 -4.3901 0.0 0.0 0.0
H 2.0635 -3.7353 -4.0587 0.0 0.0 0.0
H 3.5234 -3.7424 -3.0740 0.0 0.0 0.0
H 1.2260 -2.2708 -0.6500 0.0 0.0 0.0
H 2.6224 -3.3410 -0.8879 0.0 -0.1 0.1
H 1.0842 -3.7432 -1.6439 0.0 0.0 0.0
H 2.7726 0.8482 -3.9537 0.0 0.0 0.0
H 2.8563 0.7818 -5.7194 0.0 0.0 0.0
H 3.4267 -0.5874 -4.7740 0.0 0.0 0.0
H 0.3082 1.5313 -4.4285 0.0 0.1 0.0
H -0.6401 0.5636 -5.5534 0.0 0.0 0.1
H 0.8375 1.3594 -6.0962 0.0 -0.1 0.0
H 1.7725 -2.2754 -5.8582 0.0 0.0 0.0
H 1.5436 -0.9020 -6.9393 0.0 0.0 0.0
H 0.1448 -1.6988 -6.2365 0.0 0.0 0.0
C 3.6241 -2.3890 4.4283 0.0 0.0 0.0
Si 2.8041 -1.2114 3.1947 0.0 0.1 0.0
C 3.7984 -1.2767 1.6081 0.0 0.0 -0.1
C 2.8873 0.5340 3.8837 0.0 0.0 0.0
Si 0.5750 -1.7822 2.8624 0.1 0.0 0.1
Te -0.7837 -0.2709 1.4629 -0.2 0.0 -0.3
Si 0.2743 -4.0949 2.5704 -0.1 0.0 0.0
C 1.7106 -4.9776 1.7332 0.1 0.0 0.0
C 0.1272 -4.9742 4.2392 0.0 0.0 0.0
C -1.3072 -4.4235 1.5986 0.0 0.0 0.0
Si -0.5013 -1.2760 4.8888 0.0 0.1 0.0
C -0.4994 0.5788 5.2219 0.0 0.0 0.0
C 0.2593 -2.0653 6.4334 0.0 0.0 0.1
C -2.2894 -1.8638 4.7836 0.0 0.0 0.0
H 4.6391 -2.0501 4.6591 0.0 0.0 0.0
H 3.6946 -3.3998 4.0177 0.0 0.0 0.0
H 3.0643 -2.4436 5.3646 0.0 0.0 0.0
H 4.8021 -0.8673 1.7604 0.0 0.0 0.0
H 3.3027 -0.6854 0.8357 0.0 0.0 0.0
H 3.8963 -2.2995 1.2347 0.0 0.0 0.0
H 3.8983 0.9420 3.7944 0.0 0.0 0.0
H 2.6039 0.5573 4.9391 0.0 0.0 0.0
H 2.2048 1.1952 3.3420 0.0 0.0 0.0
H 2.6425 -4.8198 2.2826 0.0 0.0 0.0
H 1.8566 -4.6318 0.7132 0.0 0.0 -0.1
H 1.5150 -6.0546 1.7019 0.0 0.0 0.0
H 1.0430 -4.8664 4.8263 0.0 0.0 0.0
H -0.0442 -6.0433 4.0752 0.0 0.0 0.0
H -0.7041 -4.5873 4.8311 0.0 0.0 0.0
H -1.6337 -3.5132 1.0890 0.0 0.0 0.0
H -2.1132 -4.7443 2.2638 0.0 0.0 0.0
H -1.1576 -5.2038 0.8470 0.0 0.0 0.0
H 0.3264 0.8598 5.8803 0.0 0.0 0.0
H -1.4326 0.8742 5.7120 0.0 0.0 0.0
H -0.4078 1.1500 4.2966 0.0 0.0 0.0
H 1.2355 -1.6228 6.6479 0.0 0.0 0.0
H 0.3856 -3.1448 6.3423 0.0 0.0 0.0
H -0.3864 -1.8703 7.2963 0.0 0.0 0.0
H -2.7562 -1.4504 3.8863 0.0 0.0 0.0
H -2.8599 -1.5305 5.6564 0.0 0.0 0.0
H -2.3581 -2.9536 4.7283 0.0 0.0 0.0
C 5.2876 1.9283 -2.5265 0.0 0.0 0.0
C 4.0784 2.4328 -1.7811 0.0 0.0 0.0
C 3.8274 2.0319 -0.4746 0.0 0.0 0.0
C 2.7616 2.5591 0.2420 -0.1 -0.1 0.0
C 1.9316 3.4999 -0.3441 0.2 0.2 0.1
C 2.1372 3.8710 -1.6661 -0.1 -0.1 0.0
C 3.1969 3.3327 -2.3778 0.0 0.0 0.0
S 0.8235 4.4609 0.6875 0.1 -0.1 0.0
O -0.3331 4.7816 -0.1538 0.1 -0.1 0.1
O 1.6469 5.6168 1.0245 -0.2 0.1 -0.1
O 0.5111 3.6130 1.8278 0.0 -0.1 0.0
H 5.7500 1.0922 -1.9997 0.0 0.0 0.0
H 6.0398 2.7160 -2.6299 0.0 0.0 0.0
H 5.0291 1.5915 -3.5326 0.0 0.0 0.0
H 4.4828 1.3048 -0.0055 0.0 0.0 0.0
H 2.5648 2.2570 1.2633 0.0 0.0 0.0
H 1.4552 4.5767 -2.1234 0.0 0.0 0.0
H 3.3546 3.6279 -3.4114 0.0 0.0 0.0